# 1
The following is a quantum chemistry calculation of 2 unconnected molecules or ions with the total composition C40H56N3O5S, from OMol25.

Results
Spin multiplicity ... 1
Charge ... -1
Calculated total energy ... -2495.8494 Ha
Highest occupied orbital energy ... -1.36 eV
HOMO-LUMO gap ... 1.81 eV

Each line ends with the Löwdin charge.
Geometry (Å):
C 2.05002 -1.68628 3.02962  -0.159
O 3.01676 -1.16315 2.09174  -0.234
C 2.40688 -0.75160 0.83690  -0.202
C 2.78544 0.78932 0.57520  -0.154
C 1.48545 1.74171 0.43718  -0.202
C 1.21796 2.64372 1.76573  -0.196
C -0.29155 3.25219 1.69216  -0.227
C -1.32060 2.47893 2.65227  -0.195
C -2.80590 3.14901 2.67547  -0.163
C -3.82330 2.35512 1.74005  -0.098
C -3.45699 2.30869 0.20486  0.067
C -4.34712 1.53560 -0.78819  -0.036
C -5.66474 0.81195 -0.30180  -0.039
C -6.00687 0.86836 1.20267  0.034
C -5.08971 1.62007 2.24644  -0.115
C -5.50646 1.57717 3.79364  -0.145
C -5.62552 -0.00656 4.17514  -0.206
C -4.19817 -0.72798 4.31837  -0.193
C -3.58992 -1.31506 2.95204  -0.194
C -3.63464 -2.92167 2.82391  -0.199
C -2.31505 -3.40265 2.03973  -0.250
C -1.20956 -4.13683 2.94363  -0.458
S -0.63356 -3.18051 4.42666  0.915
C -1.93058 -3.16159 5.73063  -0.501
N -2.36574 -2.12274 6.61878  -0.018
N -3.40157 -2.56638 7.39742  -0.021
C -3.70011 -3.93431 7.07460  -0.072
O -2.76934 -4.28156 6.05334  -0.106
C -6.54791 0.02624 -1.40182  -0.262
O -7.80068 0.08788 -1.42582  0.041
C -5.66905 -0.80054 -2.47558  -0.045
C -6.06628 -2.19931 -2.99193  -0.021
C -5.16618 -2.97284 -3.98756  -0.061
C -3.83456 -2.27435 -4.43969  -0.048
C -3.43884 -0.83265 -3.95114  0.008
C -4.35176 -0.07934 -2.96040  -0.035
C -4.03470 1.38900 -2.36478  -0.256
O -3.62121 2.33290 -3.07951  0.055
H 1.11963 -2.14090 2.54161  0.043
H 1.75749 -0.82959 3.73835  0.094
H 2.54320 -2.50021 3.68146  0.093
H 2.87244 -1.40994 0.01378  0.134
H 1.26923 -0.86239 0.80122  0.103
H 3.51028 1.14226 1.39300  0.118
H 3.35912 0.86546 -0.43834  0.105
H 1.66828 2.40580 -0.48044  0.116
H 0.55130 1.08382 0.27276  0.100
H 1.35781 2.05932 2.73684  0.105
H 1.91603 3.54941 1.66459  0.109
H -0.58689 3.21174 0.58598  0.089
H -0.20475 4.37646 1.95541  0.111
H -0.87146 2.39157 3.71206  0.115
H -1.45440 1.40374 2.25043  0.108
H -3.15335 3.29691 3.75093  0.096
H -2.66772 4.20548 2.23177  0.117
H -2.53101 2.83849 -0.21838  0.108
H -6.95487 0.35521 1.61032  0.112
H -4.58458 1.94389 4.38263  0.095
H -6.46187 2.14541 4.04225  0.115
H -6.32708 -0.58004 3.48025  0.098
H -6.11997 -0.02531 5.21728  0.109
H -3.49882 0.00714 4.86047  0.114
H -4.36184 -1.63325 5.01744  0.083
H -2.48527 -0.96711 2.91165  0.098
H -4.07349 -0.89667 1.99859  0.102
H -3.84660 -3.47327 3.79990  0.095
H -4.52798 -3.16112 2.12563  0.113
H -2.63726 -4.08059 1.16584  0.116
H -1.80636 -2.49187 1.55419  0.108
H -0.27887 -4.33869 2.28564  0.097
H -1.61662 -5.17832 3.21147  0.093
H -4.49019 -4.59886 7.56011  0.136
H -7.05252 -2.63826 -2.60137  0.104
H -5.46647 -4.01726 -4.36647  0.092
H -3.17986 -2.89297 -5.14769  0.089
H -2.45896 -0.39111 -4.32257  0.108
C 7.30424 -1.17286 -3.75946  -0.055
C 6.92872 0.22863 -3.23509  -0.515
C 7.91199 1.27592 -3.80543  -0.167
C 7.75516 1.57209 -5.29329  -0.200
C 6.33596 1.35498 -5.81161  -0.163
C 5.23273 1.42702 -4.73184  -0.532
N 5.54500 0.44694 -3.68931  -0.230
O 4.59773 0.41069 -2.67226  -0.330
C 3.91863 1.01098 -5.42715  -0.065
C 5.07682 2.88211 -4.24408  -0.047
C 7.15678 0.22416 -1.70700  -0.067
H 6.64623 -1.93816 -3.33933  0.078
H 8.33453 -1.43991 -3.48736  0.065
H 7.22712 -1.23676 -4.84768  0.063
H 7.79544 2.21658 -3.25587  0.097
H 8.94877 0.96427 -3.61758  0.105
H 8.06472 2.60698 -5.47985  0.098
H 8.44415 0.94712 -5.87200  0.097
H 6.13594 2.07363 -6.61576  0.105
H 6.29818 0.37028 -6.29216  0.101
H 3.96078 -0.03363 -5.75178  0.075
H 3.73458 1.62541 -6.31716  0.066
H 3.05207 1.12559 -4.76966  0.066
H 4.83609 3.54533 -5.08483  0.068
H 5.98284 3.27544 -3.77562  0.064
H 4.26342 2.98039 -3.52020  0.065
H 8.20510 0.00016 -1.47372  0.067
H 6.55509 -0.53575 -1.20279  0.067
H 6.92534 1.19780 -1.26453  0.072


# 2
The following is a quantum chemistry calculation of a molecular structure, C13H9BrF6GaN2O6, from OMol25.

Results
Spin multiplicity ... 1
Charge ... -1
Calculated total energy ... -6159.9279 Ha
Highest occupied orbital energy ... -6.05 eV
HOMO-LUMO gap ... 8.51 eV

Each line ends with the Löwdin charge.
Geometry (Å):
N 1.72076 -0.27248 3.70645  0.095
C 1.20747 0.76837 3.60270  -0.540
O 0.69026 1.91515 3.48970  -0.095
Ga 0.07429 2.34051 1.72359  0.190
Br -1.37585 4.22085 2.00153  0.180
C -1.00109 0.81546 0.95968  -0.135
C -1.10892 0.99165 -0.49825  -0.642
O -1.63327 1.92250 -1.06635  0.059
O -0.52251 -0.00573 -1.21735  0.056
C 1.60064 2.96631 0.47065  -0.279
O 1.35733 3.44251 -0.60802  0.072
C 3.10736 2.87031 0.87536  -0.403
F 3.22423 2.81698 2.21608  0.119
F 3.73204 4.00746 0.46310  0.112
C 3.91192 1.66658 0.25320  -0.345
F 4.79333 1.20104 1.16524  0.154
F 4.60098 2.09844 -0.81937  0.157
C 3.03570 0.48452 -0.20826  -0.360
F 2.44062 0.78100 -1.37612  0.160
F 2.10358 0.22166 0.73548  0.117
C 3.90480 -0.78462 -0.42591  -0.418
O 4.66305 -0.87957 -1.34057  0.177
O 3.77382 -1.73019 0.51589  0.149
H -0.56161 -0.15130 1.18526  0.063
H -1.99517 0.87930 1.39226  0.076
H -0.42949 0.34266 -2.11655  0.117
H 2.85453 -1.79571 0.81443  0.128
N -3.49177 -1.66363 -0.49258  0.073
C -3.57219 -2.91948 -0.06423  -0.150
C -4.02084 -3.97078 -0.85088  -0.081
C -4.40767 -3.69868 -2.15347  -0.092
C -4.32829 -2.39379 -2.61264  -0.076
C -3.86358 -1.41560 -1.74466  -0.145
H -3.25893 -3.08889 0.96050  0.104
H -4.06316 -4.97486 -0.45088  0.096
H -4.76361 -4.49084 -2.80028  0.100
H -4.61852 -2.13557 -3.62201  0.097
H -3.78021 -0.38153 -2.06273  0.108


# 3
The following is a quantum chemistry calculation of a molecular structure, C7H14OPRhS, from OMol25.

Results
Spin multiplicity ... 5
Expectation value of S² ... 6.0108
ΔE to the lowest compared entry with this formula, charge and spin ... 37.1 kJ/mol
Calculated total energy ... -1200.1010 Ha
Highest occupied orbital energy (alpha / beta) ... -2.70 / -8.93 eV
HOMO-LUMO gap (alpha / beta) ... 3.54 / 7.06 eV

Each line ends with the Löwdin charge.
Geometry (Å):
C -0.41666 0.14814 -3.17416  -0.278
C -1.22059 1.14436 -2.52358  -0.250
C -0.34370 2.09400 -1.88732  -0.243
C 1.01679 1.69818 -2.16894  -0.231
C 0.97306 0.49271 -2.95653  -0.253
Rh 0.00713 0.23444 -1.22286  0.906
P -0.07828 -2.28557 -0.74311  0.663
H -0.78137 -0.70511 -3.74631  0.109
H -2.30985 1.15609 -2.50801  0.109
H -0.65669 2.93455 -1.27494  0.111
H 1.82258 -0.08112 -3.32116  0.108
H 1.91760 2.17458 -1.79032  0.112
H 1.11551 -3.01213 -1.13244  -0.139
H -1.21895 -3.00285 -1.28477  -0.130
H -0.16481 -2.71493 0.63501  -0.136
C 0.49901 -1.30218 3.20193  -0.303
S -0.54222 -0.31102 2.11240  0.637
C -0.54467 1.23318 3.03788  -0.300
O 0.46293 0.01214 0.96847  -0.752
H 0.05302 -1.34778 4.19947  0.046
H 1.48474 -0.82002 3.22486  0.051
H 0.56775 -2.31248 2.78312  0.026
H 0.49751 1.58099 3.05351  0.053
H -1.19142 1.91815 2.47476  0.039
H -0.94844 1.07368 4.04308  0.046